P | {
  "formula": "C3H9N2S",
  "method": "ωB97M-V with the def2-TZVPD basis set",
  "total_charge": 1,
  "e_homo_ev": [-12.50, -12.10],
  "elements": ["C", "C", "C", "N", "N", "S", "H", "H", "H", "H", "H", "H", "H", "H", "H"],
  "coordinates": [[0.3826, 0.8763, -1.2890], [-0.8796, -1.8347, 1.2359], [-0.4654, -0.7548, 2.2005], [0.8936, 0.8357, -2.5137], [0.5905, 1.8810, -0.4822], [-0.0328, 1.8911, 1.1129], [-0.1863, -0.0328, -0.8859], [-1.8994, -1.7782, 0.9875], [-0.2098, -1.9061, 0.3659], [-0.6896, -2.8128, 1.5434], [0.6053, -0.5855, 2.4138], [-1.3708, -0.1454, 2.4176], [0.5127, 0.2381, -3.2547], [1.5573, 1.5126, -2.8695], [1.1916, 2.6153, -0.9827]],
  "nbo_charge": [0.37, -0.74, -0.05, -0.75, -0.66, 0.07, 0.23, 0.24, 0.25, 0.28, 0.24, 0.24, 0.44, 0.42, 0.43]
}

=====

Q | {
  "formula": "C3H9N2S",
  "method": "ωB97M-V with the def2-TZVPD basis set",
  "total_charge": 1,
  "e_homo_ev": -13.30,
  "elements": ["C", "C", "C", "N", "N", "S", "H", "H", "H", "H", "H", "H", "H", "H", "H"],
  "coordinates": [[-1.3654, -0.7571, 0.3319], [-1.4040, 0.1352, -0.8593], [1.6733, 0.9489, -0.4617], [-2.1875, -1.5899, 0.5103], [2.7127, 0.3625, -0.0353], [-0.0946, -0.1934, 1.5397], [-2.4398, 0.0182, -1.0910], [-1.1640, 1.1568, -0.8581], [-0.8994, -0.4894, -1.6860], [0.8172, 1.0741, 0.2280], [1.4798, 1.1876, -1.5342], [-2.2638, -2.1982, 1.3129], [3.4235, -0.0341, -0.7262], [2.7725, 0.1342, 1.0049], [-1.0605, 0.2445, 2.3243]],
  "nbo_charge": [0.24, -0.72, 0.11, -0.57, -0.61, -0.17, 0.28, 0.23, 0.24, 0.25, 0.24, 0.39, 0.46, 0.46, 0.19]
}

=====

So which one is most stable? That would be Q, about 18.2 kcal/mol below the next structure.